DFT (the ωB97M-V functional and the def2-TZVPD basis) results for a 2-piece molecular cluster, C2H11N2O overall in a non-equilibrium geometry.

```
16
Properties=species:S:1:pos:R:3:lowdin_charge:R:1
C -1.02347 -0.38471 1.71758 -0.03
N -0.48726 1.01497 1.68792 0.10
H -1.78671 -0.55851 2.49178 0.11
H -1.45033 -0.59803 0.74097 0.08
H -0.16128 -0.99797 1.93283 0.10
H -0.11801 1.35062 2.57942 0.16
H -1.20975 1.75430 1.44313 0.19
H 0.24162 1.02792 0.89699 0.11
N 1.32070 0.41330 -0.48469 0.01
C 0.65845 -0.26062 -1.69486 -0.27
O -0.54592 -0.88676 -1.37357 -0.05
H 2.28653 0.08584 -0.48144 0.09
H 1.45742 1.38720 -0.76592 0.08
H 0.40952 0.52852 -2.39527 0.12
H 1.36766 -0.94725 -2.14420 0.13
H -0.42523 -1.81166 -1.60978 0.10
```

Summary:
- E_LUMO (eV) = -3.26
- electronic energy (eV) = -7273.464
- maximum force (eV/Å) = 2.16
- charge = +1
- energy relative to the best compared isomer or geometry (same formula, charge and spin) (kcal/mol) = 18.7

=====

DFT (the ωB97M-V functional and the def2-TZVPD basis) results for C5H10Cl10F12P2V as an isolated structure in a non-equilibrium geometry.

```
40
Properties=species:S:1:pos:R:3:lowdin_spin:R:1
V 0.36394 1.04368 3.25489 2.93
P 1.85950 4.12981 2.77139 0.00
F 2.98057 3.70802 3.92816 0.00
F 1.78860 2.52415 2.40285 0.02
F 0.64927 3.78623 3.75171 0.01
F 0.84295 4.58281 1.56750 0.00
F 1.91212 5.63188 3.35010 0.00
F 3.19782 4.52695 1.85873 0.00
P -0.11638 0.09880 0.58598 0.00
F 1.20347 0.02961 1.57578 0.01
F -0.02677 -1.48960 0.36769 0.00
F -0.98398 -0.24089 1.92637 0.02
F -1.44873 0.23720 -0.25322 0.00
F -0.28116 1.64648 1.11555 0.00
F 0.79820 0.42383 -0.66497 0.00
C -2.51603 -2.52713 -1.79401 0.00
Cl -2.10596 -4.19641 -2.09894 0.00
Cl -3.68861 -2.49300 -0.50750 0.00
H -1.68554 -1.84534 -1.61083 0.00
H -2.98030 -2.27339 -2.74700 0.00
C 0.73481 1.44754 -3.94543 0.09
Cl 1.28762 2.27182 -5.41209 0.25
Cl 0.63615 -0.31689 -4.13243 0.25
H 1.41925 1.73918 -3.14882 0.04
H -0.25620 1.73651 -3.59543 0.04
C -1.51799 -3.73698 2.21387 0.00
Cl -2.70740 -5.08785 2.32202 0.00
Cl 0.09808 -4.38273 2.55615 0.00
H -1.54320 -3.24760 1.24024 0.00
H -1.83025 -2.96817 2.92064 0.00
C 1.80656 -4.71654 -0.56144 0.02
Cl 3.36040 -3.86448 -0.74245 0.06
Cl 1.72807 -5.94823 -1.75940 0.05
H 1.62460 -5.11390 0.43711 0.01
H 1.04632 -3.96432 -0.77194 0.01
C -1.12354 3.69742 -1.13915 0.00
Cl 0.29942 4.24624 -2.10658 0.14
Cl -2.57672 4.13677 -2.04479 0.07
H -1.08766 2.62223 -0.96372 0.00
H -1.16130 4.14627 -0.14658 0.00
```

Summary:
- E_LUMO (spin up / spin down) (eV) = -6.17 / -10.88
- electronic energy (eV) = -207444.992
- 2S+1 = 5
- maximum force (eV/Å) = 6.85
- charge = +1

=====

DFT (the ωB97M-V functional and the def2-TZVPD basis) results for C21H40NO2P2SiSn as an isolated structure in a non-equilibrium geometry.

```
68
Properties=species:S:1:pos:R:3:lowdin_charge:R:1
C -3.10345 -1.90109 -2.04624 -0.04
C -1.85644 -1.50642 -1.49637 -0.38
N -1.81784 -0.39224 -0.66072 0.00
C -2.95595 0.09891 -0.13852 -0.37
C -4.20864 -0.37503 -0.55218 -0.06
C -4.26755 -1.38118 -1.51990 -0.05
C -0.70995 -2.32867 -1.62438 -0.30
P 0.92161 -1.97171 -1.00824 0.78
Sn 0.45934 0.34419 0.26438 1.02
P -1.32008 2.18647 0.80051 0.81
C -2.88518 1.22399 0.91141 -0.24
C 2.48745 1.30096 -0.09483 -0.30
C 3.58938 0.64551 0.46473 -0.14
C 4.82492 1.30788 0.56765 -0.07
C 4.96070 2.60640 0.07711 -0.07
C 3.86912 3.24094 -0.53685 -0.08
C 2.62538 2.58636 -0.62943 -0.15
O -1.50613 -0.29736 -6.79995 -0.06
O 3.02652 2.38882 -5.21833 -0.06
H -3.10933 -2.70951 -2.76993 0.11
H -5.10106 0.09558 -0.13864 0.11
H -5.22494 -1.68667 -1.91732 0.11
C 1.31623 -3.58088 -0.22739 -0.24
C 2.15992 -1.82588 -2.35882 -0.25
H -3.67765 1.93725 0.64639 0.10
H -3.02802 0.88443 1.95839 0.09
H -1.36349 -0.92708 -6.08378 0.02
H -0.80057 -3.21990 -2.28813 0.08
C -0.96701 2.91596 2.41309 -0.22
C -1.72446 3.58693 -0.27581 -0.24
H 3.50589 -0.36622 0.86033 0.09
H 5.67383 0.79633 1.03022 0.11
H 5.91268 3.13172 0.17093 0.11
H 3.97858 4.26267 -0.91931 0.11
H 1.76742 3.11025 -1.06979 0.07
H -0.04468 1.69284 -1.32224 -0.06
H 2.99527 3.00058 -4.44337 0.05
H 2.75887 1.51777 -4.92125 0.01
H -1.48377 0.57965 -6.38490 0.04
H -0.00260 2.04430 -1.99331 0.12
H 1.37874 -4.41469 -0.94466 0.07
H 2.29292 -3.45821 0.25246 0.04
H 0.57371 -3.85686 0.53335 0.04
H 2.09174 -2.66176 -3.07376 0.06
H 2.00455 -0.89953 -2.93183 0.04
H 3.16582 -1.78896 -1.90412 0.05
H -2.48533 4.23846 0.19458 0.08
H -0.80208 4.15957 -0.44901 0.06
H -2.07316 3.21676 -1.24975 0.06
H -1.79042 3.61346 2.64099 0.07
H -0.88960 2.14773 3.19701 0.03
H -0.01258 3.46169 2.32954 0.07
C -1.39154 -0.35900 4.17512 -0.18
Si -0.55035 -1.53495 2.98296 0.40
C 0.35822 -2.93296 3.86275 -0.18
C -1.88095 -2.37145 1.93568 -0.16
C 0.89162 -0.65813 2.17481 -0.41
H -1.92102 -0.96708 4.92310 0.05
H -2.13430 0.30485 3.71299 0.00
H -0.65371 0.25744 4.70979 0.04
H -0.30671 -3.48697 4.53648 0.04
H 0.78491 -3.63995 3.13583 0.03
H 1.18691 -2.50693 4.44739 0.04
H -2.72514 -1.70217 1.70451 0.02
H -1.51283 -2.78950 0.98627 0.02
H -2.27548 -3.21171 2.53659 0.05
H 1.25466 0.17112 2.80262 0.02
H 1.74708 -1.34710 2.05308 0.01
```

Summary:
- E_LUMO (eV) = -3.61
- electronic energy (eV) = -60290.360
- maximum force (eV/Å) = 2.57
- charge = +1
- energy relative to the best compared isomer or geometry (same formula, charge and spin) (kcal/mol) = 13.6

=====

Question: What is the formula in the first record?
Answer: C2H11N2O

=====

Question: Which of these has the highest electronic energy?
Answer: C2H11N2O

=====

Repeat the second record exactly.
DFT (the ωB97M-V functional and the def2-TZVPD basis) results for C5H10Cl10F12P2V as an isolated structure in a non-equilibrium geometry.

```
40
Properties=species:S:1:pos:R:3:lowdin_spin:R:1
V 0.36394 1.04368 3.25489 2.93
P 1.85950 4.12981 2.77139 0.00
F 2.98057 3.70802 3.92816 0.00
F 1.78860 2.52415 2.40285 0.02
F 0.64927 3.78623 3.75171 0.01
F 0.84295 4.58281 1.56750 0.00
F 1.91212 5.63188 3.35010 0.00
F 3.19782 4.52695 1.85873 0.00
P -0.11638 0.09880 0.58598 0.00
F 1.20347 0.02961 1.57578 0.01
F -0.02677 -1.48960 0.36769 0.00
F -0.98398 -0.24089 1.92637 0.02
F -1.44873 0.23720 -0.25322 0.00
F -0.28116 1.64648 1.11555 0.00
F 0.79820 0.42383 -0.66497 0.00
C -2.51603 -2.52713 -1.79401 0.00
Cl -2.10596 -4.19641 -2.09894 0.00
Cl -3.68861 -2.49300 -0.50750 0.00
H -1.68554 -1.84534 -1.61083 0.00
H -2.98030 -2.27339 -2.74700 0.00
C 0.73481 1.44754 -3.94543 0.09
Cl 1.28762 2.27182 -5.41209 0.25
Cl 0.63615 -0.31689 -4.13243 0.25
H 1.41925 1.73918 -3.14882 0.04
H -0.25620 1.73651 -3.59543 0.04
C -1.51799 -3.73698 2.21387 0.00
Cl -2.70740 -5.08785 2.32202 0.00
Cl 0.09808 -4.38273 2.55615 0.00
H -1.54320 -3.24760 1.24024 0.00
H -1.83025 -2.96817 2.92064 0.00
C 1.80656 -4.71654 -0.56144 0.02
Cl 3.36040 -3.86448 -0.74245 0.06
Cl 1.72807 -5.94823 -1.75940 0.05
H 1.62460 -5.11390 0.43711 0.01
H 1.04632 -3.96432 -0.77194 0.01
C -1.12354 3.69742 -1.13915 0.00
Cl 0.29942 4.24624 -2.10658 0.14
Cl -2.57672 4.13677 -2.04479 0.07
H -1.08766 2.62223 -0.96372 0.00
H -1.16130 4.14627 -0.14658 0.00
```

Summary:
- E_LUMO (spin up / spin down) (eV) = -6.17 / -10.88
- electronic energy (eV) = -207444.992
- 2S+1 = 5
- maximum force (eV/Å) = 6.85
- charge = +1